1.
Entry from the OMol25 dataset: 6 unconnected molecules or ions with the total composition C12H36O6 (the ωB97M-V functional and the def2-TZVPD basis).

Geometry as XYZ:
```
54
Properties=species:S:1:pos:R:3:lowdin_charge:R:1
C -1.054 2.273 3.605 -0.098
C 0.419 2.386 3.850 -0.314
O 1.109 2.673 2.623 -0.112
H -1.261 1.442 2.923 0.068
H -1.453 3.170 3.126 0.077
H -1.676 2.105 4.489 0.071
H 0.853 1.461 4.246 0.107
H 0.662 3.204 4.527 0.109
H 1.120 1.852 2.106 0.029
C -0.079 1.226 -1.000 -0.076
C 0.291 0.010 -0.203 -0.311
O 1.000 0.416 0.965 -0.101
H -0.629 0.934 -1.896 0.061
H 0.814 1.757 -1.333 0.085
H -0.646 1.949 -0.411 0.083
H 0.939 -0.624 -0.826 0.113
H -0.573 -0.608 0.068 0.109
H 1.394 -0.370 1.366 0.047
C -2.692 0.571 -5.322 -0.091
C -3.042 1.944 -4.810 -0.299
O -2.527 2.133 -3.481 -0.097
H -3.065 -0.208 -4.650 0.047
H -1.624 0.399 -5.455 0.077
H -3.181 0.317 -6.271 0.077
H -4.128 2.052 -4.723 0.110
H -2.663 2.746 -5.437 0.109
H -3.143 1.788 -2.829 0.077
C 4.424 1.008 2.442 -0.101
C 4.461 2.497 2.155 -0.289
O 5.167 3.208 3.206 -0.093
H 4.060 0.429 1.591 0.059
H 3.770 0.784 3.292 0.072
H 5.398 0.585 2.713 0.075
H 3.444 2.886 2.213 0.086
H 4.864 2.706 1.168 0.111
H 4.798 2.862 4.023 0.068
C 2.132 -4.223 1.886 -0.091
C 1.784 -2.927 1.208 -0.298
O 2.644 -1.865 1.675 -0.107
H 1.950 -4.153 2.959 0.084
H 3.188 -4.489 1.761 0.081
H 1.582 -5.077 1.489 0.080
H 0.772 -2.647 1.502 0.113
H 1.873 -3.000 0.125 0.113
H 3.406 -2.294 2.079 0.085
C -3.695 -2.904 -3.398 -0.088
C -3.577 -2.420 -1.948 -0.322
O -4.749 -1.745 -1.508 -0.083
H -4.440 -3.699 -3.466 0.072
H -2.714 -3.156 -3.794 0.075
H -4.107 -2.073 -3.974 0.056
H -2.781 -1.674 -1.922 0.100
H -3.341 -3.242 -1.267 0.107
H -5.474 -2.374 -1.455 0.080
```

The frontier orbital gap comes out at 0.362 Ha. The electronic energy comes out at -930.16478 hartree. Its strongest force on any atom is 1.384 eV/A. The energy relative to the best compared isomer or geometry (same formula, charge and spin) is 2.128 eV. The SMILES is CCO.CCO.CCO.CCO.CCO.CCO.

2.
Entry from the OMol25 dataset: 11 unconnected molecules or ions with the total composition C12H37BN11O20 (the ωB97M-V functional and the def2-TZVPD basis).

Geometry as XYZ:
```
81
Properties=species:S:1:pos:R:3:lowdin_charge:R:1
C 0.407 -3.495 -1.566 -0.094
C 0.201 -4.685 -0.942 -0.180
B 1.314 -5.807 -0.600 -0.646
N 1.414 -6.977 -1.671 -0.047
H -0.405 -2.792 -1.748 0.024
H 1.403 -3.164 -1.849 0.025
H -0.835 -4.891 -0.665 0.047
H 1.020 -6.340 0.495 0.031
H 2.422 -5.226 -0.520 0.029
H 1.490 -6.544 -2.589 0.000
H 0.501 -7.426 -1.719 -0.006
C 1.472 -0.337 0.037 0.051
N 0.858 -0.270 -1.316 -0.392
O -0.339 -0.068 -1.397 0.065
O 1.585 -0.402 -2.279 0.019
H 0.692 -0.182 0.762 0.050
H 1.928 -1.314 0.173 0.066
H 2.216 0.453 0.081 0.111
C -0.989 3.308 0.000 0.066
N -0.471 2.988 1.359 -0.427
O -0.233 1.829 1.622 0.058
O -0.303 3.914 2.131 0.046
H -1.070 2.379 -0.554 0.089
H -1.952 3.792 0.122 0.062
H -0.281 3.989 -0.461 0.108
C 4.568 -4.515 1.124 0.043
N 3.848 -3.356 0.550 -0.445
O 4.352 -2.740 -0.368 0.046
O 2.752 -3.123 0.998 0.037
H 5.511 -4.618 0.601 0.091
H 4.700 -4.318 2.183 0.095
H 3.910 -5.368 0.959 0.084
C -5.627 4.269 0.004 0.026
N -4.529 4.191 -0.991 -0.433
O -3.529 4.862 -0.791 0.018
O -4.668 3.462 -1.945 0.077
H -5.321 4.960 0.776 0.082
H -6.515 4.620 -0.511 0.093
H -5.771 3.269 0.397 0.095
C -4.469 7.574 -3.362 0.051
N -5.677 6.939 -2.767 -0.441
O -5.744 6.876 -1.558 0.052
O -6.513 6.516 -3.533 0.073
H -3.824 7.888 -2.552 0.095
H -3.994 6.825 -3.988 0.103
H -4.809 8.411 -3.963 0.098
C -2.681 3.434 4.198 0.043
N -3.773 3.921 3.319 -0.431
O -4.001 3.311 2.293 0.050
O -4.382 4.905 3.673 0.075
H -2.250 2.555 3.733 0.083
H -1.956 4.235 4.288 0.100
H -3.124 3.211 5.165 0.105
C -0.908 -2.508 2.724 0.070
N -0.054 -1.437 3.312 -0.432
O -0.507 -0.708 4.175 0.038
O 1.067 -1.354 2.880 0.066
H -1.880 -2.465 3.200 0.090
H -0.965 -2.321 1.655 0.102
H -0.404 -3.453 2.900 0.110
C 0.853 1.606 5.640 0.036
N 1.336 2.455 6.761 -0.454
O 0.535 3.193 7.302 0.049
O 2.502 2.361 7.069 0.062
H -0.196 1.798 5.498 0.073
H 1.429 1.865 4.757 0.106
H 1.026 0.570 5.907 0.093
C 5.057 -3.598 -3.738 0.045
N 6.075 -4.678 -3.604 -0.452
O 6.792 -4.905 -4.560 0.043
O 6.137 -5.258 -2.545 0.060
H 5.151 -3.184 -4.733 0.084
H 4.077 -4.038 -3.570 0.090
H 5.272 -2.866 -2.965 0.090
C 0.844 -1.272 -4.521 0.033
N 1.872 -2.265 -4.946 -0.431
O 2.719 -1.917 -5.749 0.038
O 1.793 -3.351 -4.428 0.060
H 1.032 -0.345 -5.048 0.095
H -0.125 -1.694 -4.768 0.104
H 0.937 -1.158 -3.444 0.011
```

The frontier orbital gap comes out at 0.201 Ha. The electronic energy comes out at -2610.46304 hartree. As for the charge: -1. Its strongest force on any atom is 2.227 eV/A.

3.
Entry from the OMol25 dataset: 5 unconnected molecules or ions with the total composition C12H37N2O7 (the ωB97M-V functional and the def2-TZVPD basis).

Geometry as XYZ:
```
58
Properties=species:S:1:pos:R:3:lowdin_charge:R:1
O 0.400 0.499 -0.472 0.234
H -0.302 0.447 0.180 0.048
H 0.788 -0.376 -0.548 0.067
H 1.096 1.115 -0.231 0.088
C 1.564 -3.795 -2.786 -0.049
C 1.774 -2.338 -2.285 -0.371
C 1.267 -1.348 -3.430 -0.160
O 1.538 0.001 -3.022 -0.207
C 1.245 0.906 -4.038 -0.118
N 0.895 -2.192 -1.142 0.020
H 2.141 -4.435 -2.118 0.084
H 1.932 -3.895 -3.807 0.087
H 0.532 -4.145 -2.817 0.086
H 2.811 -2.124 -2.027 0.145
H 0.221 -1.519 -3.686 0.130
H 1.739 -1.549 -4.391 0.126
H 0.227 0.884 -4.429 0.093
H 1.841 0.706 -4.928 0.097
H 1.405 1.932 -3.709 0.089
H 1.201 -2.985 -0.597 0.086
H -0.030 -2.445 -1.457 0.092
C 0.268 0.301 3.302 -0.011
C -0.481 -0.692 2.472 -0.372
C -1.564 -1.383 3.357 -0.044
O -2.350 -2.216 2.474 -0.039
C -2.981 -3.439 2.973 0.050
N -1.215 -0.068 1.458 0.124
H 1.153 0.728 2.831 0.097
H 0.593 -0.217 4.205 0.103
H -0.309 1.109 3.753 0.108
H 0.262 -1.367 2.047 0.169
H -2.163 -0.588 3.802 0.177
H -1.036 -1.952 4.122 0.155
H -3.815 -3.737 2.338 0.118
H -3.525 -3.365 3.915 0.121
H -2.161 -4.153 3.046 0.131
H -1.847 0.634 1.817 0.086
H -1.846 -0.845 1.320 0.105
C 2.595 3.229 0.022 -0.169
C 3.349 1.872 -0.298 -0.215
O 2.966 0.764 0.472 -0.083
O 1.288 3.229 -0.581 -0.077
H 3.203 4.123 -0.118 0.134
H 2.460 3.217 1.103 0.114
H 4.424 1.986 -0.162 0.128
H 3.213 1.581 -1.340 0.114
H 3.590 0.046 0.342 0.110
H 1.307 4.015 -1.132 0.101
C -2.937 2.258 -0.459 -0.171
C -2.405 2.918 0.861 -0.231
O -2.860 2.298 2.036 -0.069
O -4.284 1.747 -0.260 -0.049
H -2.342 1.369 -0.667 0.090
H -2.841 3.020 -1.232 0.134
H -2.699 3.966 0.926 0.129
H -1.323 3.034 0.803 0.108
H -3.794 2.213 1.830 0.091
H -4.179 1.023 0.361 0.066
```

The frontier orbital gap (spin up / spin down) comes out at 0.354 / 0.105 Ha. The electronic energy comes out at -1114.79910 hartree. As for the charge: +2. Its strongest force on any atom is 3.774 eV/A. The spin multiplicity is 2.